Computed, not measured: a molecular structure, C20H18N7RuSSe at a distorted geometry, with ωB97M-V with the def2-TZVPD basis set.

Calculated values
- LUMO level (alpha / beta) (eV) = -6.961 / -7.779
- multiplicity = 6
- net charge = +2
- energy above the lowest of the compared OMol25 structures with the same formula, charge and spin (eV) = 0.000

Geometry as XYZ:
```
48
Properties=species:S:1:pos:R:3:mulliken_charge:R:1
Ru 0.585 0.136 -0.046 0.53
N 2.942 2.493 -0.047 -0.13
C 3.436 1.163 -0.049 0.52
C 4.828 1.017 0.005 -0.61
C 5.402 -0.254 0.033 -0.37
C 4.576 -1.366 0.018 -0.97
C 3.213 -1.151 -0.018 -0.11
N 2.643 0.074 -0.046 -0.09
C 1.612 2.987 -0.049 0.45
C 1.466 4.379 0.005 -0.59
C 0.195 4.953 0.033 -0.43
C -0.916 4.127 0.018 -0.80
C -0.701 2.764 -0.018 0.43
N 0.523 2.194 -0.046 -0.13
H 3.479 3.029 -0.718 0.33
H 5.471 1.891 0.038 0.45
H 6.481 -0.369 0.074 0.44
H 4.980 -2.371 0.041 0.49
H 2.512 -1.980 -0.024 0.19
H 2.340 5.021 0.038 0.46
H 0.081 6.032 0.075 0.43
H -1.922 4.531 0.041 0.49
H -1.531 2.063 -0.024 -0.27
S -1.889 0.136 -0.046 -0.21
C -3.560 0.135 -0.081 0.68
N -4.268 0.150 1.102 -0.06
C -5.640 0.151 1.172 -0.27
C -6.373 0.137 0.053 -0.55
C -5.718 0.121 -1.234 -0.20
C -4.379 0.119 -1.327 -0.54
H -3.726 0.161 1.960 0.24
H -6.081 0.163 2.163 0.43
H -7.457 0.137 0.087 0.40
H -6.337 0.109 -2.124 0.42
H -3.870 0.107 -2.283 0.39
Se 0.583 -4.089 -3.357 0.43
N 0.584 -5.053 -1.840 -0.75
C 0.584 -4.251 -0.763 0.83
C 0.585 -4.699 0.556 -0.41
C 0.586 -3.743 1.580 -0.86
C 0.586 -2.371 1.257 0.06
N 0.585 -1.970 -0.046 0.09
C 0.584 -2.904 -1.042 0.45
N 0.583 -2.598 -2.347 -0.62
H 0.585 -5.758 0.790 0.47
H 0.586 -4.061 2.614 0.47
H 0.586 -1.628 2.041 0.43
H 0.585 0.136 1.781 -0.01
```